(1)
{"formula": "C7H9NO", "method": "ωB97M-V/def2-TZVPD", "symbols": ["C", "C", "C", "C", "C", "C", "C", "H", "H", "H", "H", "H", "H", "H", "H", "H", "N", "O"], "xyz": [[-2.497674, -0.039030, 0.678116], [-1.611610, -0.277267, -0.566314], [0.662831, -1.189858, -0.164231], [2.055697, -0.941509, 0.003405], [2.530033, 0.316735, 0.181344], [1.666169, 1.336585, 0.076354], [0.273904, 1.158887, -0.196641], [-3.174356, -0.913264, 0.344421], [-1.691175, -0.366278, 1.688453], [-3.361889, 0.910279, 0.594483], [-1.669576, 0.433283, -1.450912], [-1.702030, -1.147311, -0.945418], [0.179592, -2.447153, -0.411832], [2.671629, -1.800657, 0.076570], [3.749288, 0.452062, 0.368379], [2.435403, 2.288536, 0.319451], [-0.090824, 0.001792, -0.351475], [-0.425412, 2.224165, -0.244157]], "forces_ev_per_a": [[-0.897, -1.124, -0.486], [2.908, 9.189, 0.844], [2.211, -0.829, -1.184], [-3.965, -4.240, -0.170], [3.601, 1.146, 0.231], [5.263, 2.811, 1.370], [2.595, 11.288, 1.387], [0.376, 0.929, 2.011], [-3.295, 1.457, -2.814], [3.493, -2.385, 0.879], [-1.234, -0.487, 1.179], [-0.235, -6.322, -2.136], [1.409, 4.767, 0.932], [0.580, -0.648, 0.037], [-3.582, -0.201, -0.450], [-3.719, -1.496, -0.960], [-5.340, -11.743, -0.402], [-0.170, -2.114, -0.266]], "lumo_energy_ev": 0.4, "de_lowest_kcal_mol": 144.9, "orbital_gap_ev": 8.7}


(2)
{"formula": "C2H8N3", "method": "ωB97M-V/def2-TZVPD", "symbols": ["C", "C", "N", "N", "N", "H", "H", "H", "H", "H", "H", "H", "H"], "xyz": [[-0.806366, -1.088783, 0.972950], [-0.198871, -0.599054, -0.337266], [1.716779, 1.571202, -0.855390], [1.233190, 1.072613, 0.254197], [-1.548382, -0.184279, 0.094017], [-1.246525, -2.097834, 1.029930], [-0.402037, -0.725498, 1.941300], [-0.065238, -1.156994, -1.289194], [1.313367, 2.499690, -1.040289], [2.560484, 1.163320, -1.206819], [1.701030, 0.245970, 0.435320], [-2.349850, -0.737416, -0.232819], [-1.803407, 0.762446, 0.355163]], "forces_ev_per_a": [[2.108, -0.204, 0.002], [-2.140, -2.192, 0.491], [-0.988, 0.839, -0.338], [-1.185, 1.860, 1.408], [-1.199, -0.741, -0.334], [0.296, 0.563, -0.148], [-0.442, 0.100, -0.915], [-0.160, 0.575, 0.822], [1.072, -0.743, -0.600], [0.523, 0.759, -0.608], [1.552, -1.863, 0.653], [0.127, 0.800, -0.544], [0.436, 0.246, 0.113]], "multiplicity": 3, "lumo_energy_ev": [-3.3, -5.7], "de_lowest_kcal_mol": 38.1, "orbital_gap_ev": [7.8, 8.9], "charge": 1, "s2": 2.01}


(3)
{"formula": "C17H28N2PbSi", "method": "ωB97M-V/def2-TZVPD", "symbols": ["C", "C", "H", "H", "H", "H", "H", "H", "C", "C", "C", "C", "H", "H", "H", "H", "N", "C", "C", "N", "C", "C", "C", "H", "H", "C", "H", "H", "Pb", "C", "H", "H", "H", "C", "Si", "C", "C", "C", "H", "H", "H", "H", "H", "H", "H", "H", "H", "H", "H"], "xyz": [[-2.880065, -1.450719, 1.190104], [-3.357882, 2.082325, -1.454503], [-2.190843, -2.274591, 0.974282], [-3.875442, -1.729844, 0.790094], [-2.985024, -1.327335, 2.275561], [-2.928494, 1.963011, -2.453804], [-4.384614, 1.671540, -1.453123], [-3.387008, 3.132990, -1.161342], [0.317016, -2.862567, -0.123132], [1.283363, -3.873879, -0.139129], [2.497938, -3.615098, -0.776106], [2.697495, -2.360046, -1.353288], [-0.646459, -3.030859, 0.346709], [1.060060, -4.814571, 0.340592], [3.283247, -4.363230, -0.829112], [3.619092, -2.101928, -1.871007], [0.506859, -1.660281, -0.660408], [1.679606, -1.378788, -1.258840], [1.875130, 0.013411, -1.768124], [0.872949, 0.891787, -1.573451], [1.028838, 2.157171, -1.967748], [3.246175, 1.733884, -2.798215], [2.207128, 2.636469, -2.576166], [0.179140, 2.819975, -1.789490], [2.269469, 3.683341, -2.848336], [3.077446, 0.404953, -2.404315], [3.844138, -0.346328, -2.568087], [4.175745, 2.041067, -3.269649], [-2.507103, 0.516023, 0.016480], [-1.444793, 2.741907, 0.365917], [-1.615900, 3.409550, -0.496605], [-0.380914, 2.810514, 0.644560], [-2.085228, 3.054415, 1.213581], [-2.214923, 0.672292, 4.037882], [-0.640774, -0.224708, 3.481444], [0.675975, 0.197380, 4.738463], [-0.656257, -2.122374, 3.599586], [-0.241353, 0.421240, 1.786182], [-2.390140, 0.454506, 5.104835], [-3.116625, 0.392953, 3.471806], [-2.068842, 1.761223, 3.935911], [0.309220, -0.045403, 5.745585], [1.585673, -0.387489, 4.543542], [0.928933, 1.263563, 4.703947], [-1.428982, -2.653879, 3.032315], [0.317534, -2.516354, 3.259165], [-0.775766, -2.402784, 4.660856], [0.211992, 1.427440, 1.799182], [0.405867, -0.206673, 1.147399]], "forces_ev_per_a": [[-1.585, -0.632, -0.525], [-2.076, -1.179, -0.826], [0.184, 0.854, -0.353], [0.516, 0.218, 0.087], [0.311, 0.726, -0.511], [0.269, -0.293, 0.360], [0.335, 0.389, -0.332], [0.295, -0.550, 0.534], [0.865, -0.314, -0.292], [-0.208, 0.530, -0.096], [-0.209, 0.415, -0.110], [-0.654, 0.533, 0.118], [0.175, -0.170, -0.048], [0.128, -0.121, -0.053], [-0.167, 0.061, 0.033], [-0.190, -0.370, 0.268], [-0.090, 0.299, 0.005], [0.123, -0.897, 0.231], [0.357, 0.715, -0.451], [-0.130, -0.001, 0.129], [0.930, -0.140, -0.370], [-0.289, -0.292, 0.151], [-0.652, -0.412, 0.395], [0.326, -0.078, -0.157], [0.112, -0.125, -0.053], [-0.817, -0.075, 0.398], [-0.013, 0.433, -0.062], [-0.194, 0.017, 0.063], [1.822, 0.534, 0.414], [1.231, 1.571, 1.364], [-0.033, -1.090, 0.231], [-0.631, -0.448, -0.168], [0.159, -0.383, -0.336], [0.097, -0.108, -0.134], [-1.351, -1.143, 1.830], [0.760, 0.650, -0.580], [-0.170, 0.123, -0.381], [2.188, 0.607, -0.190], [-0.045, 0.102, -0.418], [0.134, 0.140, 0.282], [-0.057, -0.319, 0.102], [-0.124, -0.015, -0.351], [-0.192, 0.202, 0.132], [0.085, -0.185, 0.199], [0.185, 0.052, 0.233], [-0.285, 0.168, 0.169], [0.073, 0.172, -0.380], [-0.641, -0.348, -0.160], [-0.857, 0.179, -0.390]], "lumo_energy_ev": [-9.3, -9.9], "de_lowest_kcal_mol": 103.2, "orbital_gap_ev": [4.8, 4.3], "charge": 2}


(4)
{"formula": "C4H9NO2", "method": "ωB97M-V/def2-TZVPD", "symbols": ["C", "N", "C", "C", "C", "O", "O", "H", "H", "H", "H", "H", "H", "H", "H", "H"], "xyz": [[1.064037, -1.400220, -1.176888], [0.713292, -0.390357, -0.222656], [1.867667, -0.077507, 0.630204], [-0.652230, -0.194379, 0.219679], [-1.576271, 0.970025, -0.213985], [-1.652018, 2.091312, 0.728674], [2.141991, -1.887360, -1.373960], [0.167580, -2.135411, -1.513515], [2.637984, 0.357766, -0.006376], [2.258640, -1.005047, 1.178435], [1.525689, 0.681519, 1.418710], [-1.380697, -0.972543, -0.152571], [-0.697871, -0.170100, 1.331230], [-2.584401, 0.544226, -0.384390], [-1.143663, 1.270456, -1.189329], [-2.689727, 2.317621, 0.726739]], "forces_ev_per_a": [[-3.366, -2.238, 1.617], [0.928, -1.245, -1.813], [-0.697, 0.514, 1.691], [-2.061, -0.626, 0.954], [1.134, 0.889, -0.523], [-3.612, -0.480, -0.992], [0.911, 1.246, -0.057], [0.919, 2.361, 0.282], [0.132, -0.102, 0.363], [-0.474, 1.214, -0.892], [0.622, -1.006, -1.203], [1.664, -0.374, 0.516], [0.194, -0.443, -0.563], [0.507, 0.359, 0.172], [-0.558, 0.434, 0.247], [3.758, -0.502, 0.201]], "lumo_energy_ev": 0.6, "de_lowest_kcal_mol": 65.4, "orbital_gap_ev": 10.0, "smiles": "CN(C=O)CCO"}


(5)
{"formula": "C6H16N", "method": "ωB97M-V/def2-TZVPD", "symbols": ["C", "C", "C", "C", "C", "C", "N", "H", "H", "H", "H", "H", "H", "H", "H", "H", "H", "H", "H", "H", "H", "H", "H"], "xyz": [[2.397845, -0.193221, -0.575388], [1.130768, -0.067825, 0.306081], [-0.148806, -0.187232, -0.368049], [-1.392988, 0.185427, 0.232571], [-2.415711, -0.960239, 0.089618], [-1.862325, 1.505868, -0.463256], [1.087388, -0.996332, 1.429367], [2.302134, -1.000631, -1.291724], [2.538875, 0.739127, -1.125536], [3.201968, -0.426382, 0.103841], [1.148527, 0.937682, 0.718080], [5.865284, 2.526965, -2.811314], [-0.289298, -0.655277, -1.341740], [-1.241040, 0.409470, 1.304045], [-2.065768, -1.871948, 0.538689], [-2.584735, -1.182227, -0.958061], [-3.375922, -0.704549, 0.542902], [-1.210371, 1.789426, -1.276487], [-2.826575, 1.340326, -0.934617], [-1.874239, 2.334507, 0.240003], [0.539272, -1.844874, 1.278414], [5.258802, 2.718470, -2.371595], [0.992157, -0.583401, 2.346437]], "forces_ev_per_a": [[-1.119, -0.019, 0.286], [1.477, 0.177, -0.665], [-0.703, -0.072, 0.211], [-0.751, -0.003, 1.666], [-0.197, 0.332, -0.287], [0.084, -0.190, -0.517], [-0.385, -0.495, -0.548], [0.010, -0.240, -0.099], [0.252, -0.105, 0.112], [0.487, 0.192, -0.046], [-0.125, 0.346, 0.309], [-0.834, 0.251, 0.601], [0.532, 0.014, -0.259], [-0.036, -0.089, -0.454], [0.204, -0.377, 0.384], [-0.127, 0.044, -0.290], [0.196, 0.151, -0.009], [0.357, 0.240, -0.328], [-0.177, 0.045, 0.220], [-0.083, -0.143, 0.054], [0.418, 0.291, 0.342], [0.831, -0.253, -0.599], [-0.312, -0.098, -0.085]], "lumo_energy_ev": -6.5, "de_lowest_kcal_mol": 82.6, "orbital_gap_ev": 8.0, "charge": 1}


(6)
{"formula": "C23H41IP2Pm", "method": "ωB97M-V/def2-TZVPD", "symbols": ["Pm", "C", "C", "C", "C", "C", "C", "H", "H", "H", "C", "H", "H", "H", "C", "H", "H", "H", "C", "H", "H", "H", "C", "H", "H", "H", "C", "C", "C", "C", "C", "C", "C", "C", "H", "H", "H", "H", "H", "H", "H", "H", "H", "H", "H", "H", "P", "C", "C", "P", "C", "C", "C", "H", "H", "H", "H", "H", "H", "H", "H", "H", "H", "H", "H", "H", "H", "I"], "xyz": [[1.729864, -0.320614, -0.638821], [-0.427996, -0.633689, 0.846518], [-0.195960, -1.863962, 0.162641], [1.555918, -1.530669, 1.649336], [0.667463, -0.417119, 1.751445], [1.028580, -2.418719, 0.652239], [-1.657649, 0.187241, 0.691901], [-1.663332, 0.704965, -0.277170], [-1.732532, 0.991210, 1.436853], [-2.588862, -0.406566, 0.716902], [0.805009, 0.744587, 2.662837], [-0.182419, 1.168277, 2.877374], [1.448387, 1.522037, 2.216357], [1.270638, 0.429420, 3.602405], [2.791122, -1.743835, 2.458380], [2.644701, -1.380278, 3.491866], [3.664685, -1.215531, 2.036172], [3.037344, -2.816869, 2.518414], [1.530308, -3.773925, 0.297282], [1.041395, -4.538158, 0.917611], [2.609353, -3.862229, 0.456240], [1.282054, -4.006251, -0.744903], [-1.066982, -2.435588, -0.896594], [-0.845769, -3.502547, -1.042980], [-0.906549, -1.934530, -1.869818], [-2.131768, -2.318691, -0.641932], [-1.945981, 2.670711, -2.300127], [-2.986874, 1.838384, -2.126404], [-3.128182, 0.522477, -2.819494], [-2.566217, 0.475728, -4.278012], [-1.338801, -0.257345, -4.599418], [-0.085127, -0.203854, -3.834634], [-0.088634, 0.837137, -2.657975], [-0.663201, 2.264014, -2.982833], [-4.199270, 0.282409, -2.885030], [-2.473320, 1.501454, -4.684721], [-2.686800, -0.286574, -2.220399], [-0.788175, 2.354219, -4.087650], [-1.918623, 3.673012, -1.863880], [-3.759782, 2.079251, -1.393220], [0.126111, 2.998503, -2.724486], [-0.684344, 0.388129, -1.840340], [0.154878, -1.208526, -3.401447], [0.960636, 1.049278, -2.302985], [-3.357479, 0.048531, -4.926835], [-1.462614, -1.101035, -5.305849], [-0.429402, 1.818258, -6.024086], [-0.317216, 3.483004, -6.736828], [-1.211495, 0.858030, -7.371460], [1.474136, -0.219249, -4.942363], [1.308700, 1.283105, -5.982986], [1.206609, -1.510242, -6.207315], [3.170214, -0.283624, -4.333799], [0.632197, 3.939729, -6.446642], [-1.150071, 4.089437, -6.360885], [-0.384377, 3.408311, -7.825066], [-0.945715, 1.328069, -8.324069], [-2.302066, 0.905329, -7.245762], [-0.896659, -0.191116, -7.379033], [3.896554, -0.056519, -5.137612], [3.390685, -1.297157, -3.958900], [3.335199, 0.447812, -3.514659], [1.928109, 2.104305, -5.582708], [1.604531, 1.087065, -7.033363], [1.871576, -2.359121, -5.981546], [1.485338, -1.151578, -7.216560], [0.165804, -1.865320, -6.254297], [3.574048, 1.670505, 0.383921]], "forces_ev_per_a": [[-0.329, -0.252, 0.372], [0.700, -0.736, 0.060], [0.546, 0.435, 0.824], [-0.733, 0.108, -0.504], [-0.193, -0.734, -0.644], [-0.563, 0.637, 0.421], [-0.445, 0.747, -0.342], [-0.222, -0.017, 0.269], [0.023, -0.365, -0.100], [0.481, 0.098, 0.130], [0.151, 0.453, 0.275], [0.296, 0.003, 0.070], [-0.415, -0.204, 0.433], [-0.111, 0.158, -0.082], [0.466, -0.189, 0.352], [0.131, -0.121, -0.483], [-0.240, -0.183, 0.287], [-0.066, 0.422, -0.008], [0.164, -0.268, -0.130], [0.131, 0.138, -0.113], [-0.127, -0.100, -0.135], [0.239, -0.130, 0.140], [-0.231, -0.313, -0.422], [-0.244, 0.314, 0.015], [-0.269, -0.203, 0.210], [0.340, -0.100, -0.121], [0.095, -0.657, 0.703], [0.529, 0.685, 0.285], [-0.194, -0.323, -0.572], [-0.988, 0.527, -0.436], [1.743, -1.566, -0.176], [-0.837, -0.937, 1.055], [0.059, 0.202, -0.553], [0.421, 0.467, 0.167], [0.235, 0.081, 0.193], [-0.337, 0.218, 0.361], [-0.069, -0.026, -0.118], [0.180, -0.223, 0.687], [-0.244, -0.396, 0.094], [-0.017, 0.308, -0.466], [-0.426, -0.280, -0.051], [0.318, 0.087, -0.229], [0.122, -0.108, 0.680], [-0.523, 0.069, -0.539], [0.365, 0.013, 0.433], [0.193, 0.362, 0.851], [-1.638, 0.158, 0.433], [0.366, 0.155, -0.807], [0.265, 0.186, -0.568], [-1.433, 2.196, -2.567], [0.940, -0.146, -0.525], [0.572, -0.769, 0.097], [0.707, -0.380, 0.497], [-0.140, 0.205, -0.105], [0.236, -0.146, -0.098], [0.162, 0.463, -0.042], [-0.159, -0.232, -0.108], [0.321, -0.062, 0.004], [-0.151, 0.343, -0.013], [-0.408, -0.120, 0.343], [0.051, 0.289, -0.095], [-0.124, -0.235, -0.460], [-0.240, -0.289, -0.124], [0.405, -0.056, 0.537], [-0.328, 0.070, -0.098], [-0.083, 0.030, 0.645], [0.442, 0.250, 0.276], [0.129, -0.012, -0.363]], "multiplicity": 5, "lumo_energy_ev": [-4.0, -3.9], "orbital_gap_ev": [4.1, 4.2], "charge": 1, "s2": 6.01}